Here is a 2-piece molecular cluster, CH4FN2O overall from the Open Molecules 2025 dataset. Energies are from the ωB97M-V functional and the def2-TZVPD basis.

Calculated values
Orbital gap (spin up / spin down), eV: 8.46 / 6.32
Max |F|, eV/Å: 4.14
Total energy, Ha: -324.63779
Energy relative to the best compared isomer or geometry (same formula, charge and spin), kcal/mol: 102.4
HOMO energy (spin up / spin down), eV: -15.2 / -14.2

```
! RIJCOSX wB97M-V def2-TZVPD def2/J DEFGRID3
* xyz 1 1
C -0.95 -0.19 0.05
N 1.16 1.69 -0.10
N -1.21 -1.43 0.27
O 2.21 0.99 -0.16
F -1.75 0.45 -0.72
H 0.82 1.45 0.90
H -0.92 -2.14 0.91
H -2.02 -1.95 -0.20
H 2.66 1.12 -0.96
*
```

These are the Mulliken partial charges, in e, on atoms 1 to 4: C 0.178; N -0.024; N -0.247; O -0.093

Here is a 12-piece molecular cluster, C52H135N7O19 overall from the Open Molecules 2025 dataset. Energies are from the ωB97M-V functional and the def2-TZVPD basis.

Calculated values
Orbital gap, eV: 8.69
Max |F|, eV/Å: 4.15
Total energy, Ha: -3874.60274
Energy relative to the best compared isomer or geometry (same formula, charge and spin), kcal/mol: 35.3
SMILES string: COCCNCCOC.COCCNCCOC.COCCNCCOC.COCCNCCOC.COCCNCCOC.COCCNCCOC.COCCNCCOC.CCO.CCO.CCO.CCO.CCO
HOMO energy, eV: -8.4

```
! RIJCOSX wB97M-V def2-TZVPD def2/J DEFGRID3
* xyz 0 1
C 2.38 5.82 3.92
C 2.62 6.14 5.41
O 1.44 6.77 5.90
H 1.47 5.17 3.84
H 3.23 5.34 3.43
H 2.29 6.75 3.36
H 3.53 6.76 5.53
H 2.72 5.16 5.92
H 1.48 6.91 6.85
C 0.86 -8.20 -0.67
C -0.48 -8.64 -1.21
O -1.23 -7.45 -1.38
H 1.22 -7.34 -1.24
H 1.59 -9.04 -0.58
H 0.85 -7.95 0.38
H -0.96 -9.39 -0.56
H -0.45 -9.05 -2.23
H -2.03 -7.64 -1.88
C -2.09 -1.82 -2.16
C -2.11 -3.15 -2.95
O -3.39 -3.72 -2.95
H -1.03 -1.51 -2.21
H -2.31 -1.94 -1.04
H -2.70 -1.01 -2.58
H -1.37 -3.81 -2.49
H -1.77 -2.94 -3.97
H -3.46 -4.47 -3.55
C 3.73 -1.84 5.06
C 2.86 -2.46 4.03
O 1.51 -1.89 3.98
H 3.20 -1.69 6.00
H 3.89 -0.81 4.78
H 4.69 -2.32 5.20
H 2.69 -3.57 4.18
H 3.27 -2.21 3.04
H 1.38 -1.32 3.19
C -5.92 -0.47 1.54
C -4.57 -0.27 0.97
O -3.90 0.78 1.73
H -6.48 -1.12 0.85
H -6.43 0.49 1.65
H -5.80 -0.98 2.49
H -4.61 0.06 -0.08
H -3.97 -1.21 1.03
H -3.46 0.36 2.46
C 6.53 -1.89 2.40
O 5.67 -1.63 1.31
C 5.88 -2.47 0.19
C 6.79 -1.85 -0.86
N 6.73 -2.73 -2.09
C 7.79 -2.49 -3.12
C 7.38 -1.55 -4.21
O 8.40 -1.17 -5.07
C 8.70 -2.13 -6.07
H 6.64 -2.99 2.47
H 6.11 -1.50 3.32
H 7.52 -1.50 2.23
H 4.86 -2.60 -0.32
H 6.30 -3.48 0.40
H 7.80 -1.79 -0.56
H 6.40 -0.84 -1.08
H 5.80 -2.56 -2.48
H 8.20 -3.50 -3.49
H 8.63 -2.07 -2.58
H 7.03 -0.67 -3.69
H 6.56 -1.90 -4.81
H 8.83 -3.10 -5.64
H 9.44 -1.73 -6.69
H 7.87 -2.20 -6.82
C -5.58 -0.27 -4.87
O -6.08 -0.26 -3.55
C -6.54 -1.54 -3.03
C -7.78 -1.48 -2.22
N -9.03 -1.32 -2.87
C -9.38 0.06 -3.16
C -10.86 0.27 -3.17
O -11.44 0.08 -1.88
C -12.86 -0.10 -1.85
H -4.60 -0.71 -4.83
H -5.52 0.81 -5.12
H -6.21 -0.77 -5.55
H -5.77 -1.83 -2.38
H -6.68 -2.25 -3.90
H -7.62 -0.68 -1.45
H -7.69 -2.41 -1.60
H -9.74 -1.65 -2.19
H -8.99 0.36 -4.14
H -8.87 0.70 -2.35
H -11.35 -0.32 -3.99
H -11.03 1.31 -3.53
H -13.34 0.43 -1.00
H -13.14 -1.20 -1.74
H -13.28 0.27 -2.75
C 1.24 5.87 -3.33
O 0.13 6.26 -2.54
C 0.43 6.11 -1.09
C -0.90 6.09 -0.35
N -1.67 4.96 -0.78
C -2.81 4.65 0.08
C -3.53 3.39 -0.28
O -4.08 3.62 -1.51
C -5.12 2.71 -1.90
H 0.94 6.26 -4.32
H 1.44 4.81 -3.41
H 2.22 6.33 -3.13
H 1.19 6.79 -0.75
H 0.89 5.09 -0.99
H -1.34 7.12 -0.43
H -0.75 5.93 0.74
H -1.95 5.07 -1.75
H -3.58 5.47 0.19
H -2.46 4.49 1.12
H -4.28 3.21 0.51
H -2.89 2.54 -0.32
H -5.43 3.00 -2.94
H -5.92 2.76 -1.15
H -4.76 1.70 -1.98
C 4.73 6.86 -0.50
O 4.41 5.55 -0.07
C 5.04 4.66 -0.91
C 4.52 3.24 -0.62
N 4.85 2.87 0.79
C 4.16 1.59 1.08
C 4.47 0.99 2.45
O 4.28 1.93 3.44
C 2.99 1.95 3.97
H 4.15 7.56 0.10
H 4.45 7.09 -1.53
H 5.77 7.08 -0.45
H 6.19 4.71 -0.79
H 4.77 4.97 -1.92
H 4.92 2.49 -1.34
H 3.43 3.24 -0.79
H 4.70 3.54 1.48
H 4.43 0.90 0.30
H 3.04 1.71 1.04
H 5.50 0.66 2.43
H 3.78 0.14 2.52
H 2.76 1.05 4.58
H 2.22 1.97 3.17
H 2.81 2.84 4.58
C -0.30 -4.55 0.25
O 0.24 -3.28 0.01
C 1.55 -3.00 0.63
C 1.82 -1.51 0.48
N 1.26 -0.67 1.48
C -0.19 -0.40 1.35
C -0.57 0.74 2.30
O 0.06 1.95 1.98
C -0.40 3.01 2.80
H -0.34 -4.81 1.30
H 0.30 -5.31 -0.26
H -1.28 -4.53 -0.23
H 2.38 -3.55 0.09
H 1.43 -3.32 1.69
H 1.51 -1.19 -0.52
H 2.90 -1.38 0.54
H 1.79 0.17 1.49
H -0.62 -1.40 1.60
H -0.40 -0.16 0.30
H -0.31 0.45 3.32
H -1.64 0.75 2.13
H 0.07 3.91 2.42
H 0.00 2.96 3.83
H -1.46 3.06 2.84
C -5.48 1.75 4.74
O -4.13 1.42 4.52
C -3.35 1.39 5.74
C -2.13 0.51 5.62
N -2.49 -0.88 5.58
C -1.36 -1.76 5.37
C -1.70 -2.82 4.46
O -2.01 -2.22 3.23
C -2.53 -3.18 2.27
H -5.94 1.75 3.76
H -5.65 2.75 5.14
H -5.96 1.01 5.35
H -3.94 0.95 6.58
H -3.11 2.36 6.01
H -1.46 0.71 6.47
H -1.55 0.82 4.74
H -3.10 -1.07 4.80
H -0.94 -2.23 6.27
H -0.50 -1.30 4.88
H -2.60 -3.35 4.92
H -0.87 -3.56 4.36
H -3.64 -3.22 2.37
H -2.14 -4.17 2.37
H -2.36 -2.78 1.28
C 1.64 -3.55 -5.10
O 2.96 -3.46 -4.70
C 3.18 -3.58 -3.27
C 3.18 -2.19 -2.63
N 4.11 -1.28 -3.30
C 4.17 0.11 -2.83
C 2.93 0.93 -3.07
O 1.88 0.55 -2.18
C 0.72 1.35 -2.23
H 1.04 -2.74 -4.57
H 1.22 -4.51 -4.75
H 1.54 -3.39 -6.17
H 4.14 -4.14 -3.11
H 2.40 -4.13 -2.79
H 3.33 -2.29 -1.54
H 2.13 -1.81 -2.69
H 3.88 -1.30 -4.29
H 5.00 0.58 -3.34
H 4.37 0.13 -1.75
H 2.62 0.93 -4.13
H 3.25 1.96 -2.88
H 0.12 1.26 -3.11
H 1.02 2.42 -2.06
H 0.01 0.96 -1.47
*
```

These are the Mulliken partial charges, in e, on atoms 1 to 4: C -0.569; C -0.312; O -0.535; H 0.005